Record 1
A single C2H4N2 molecule in a non-equilibrium geometry. Source: OMol25; level of theory: ωB97M-V/def2-TZVPD.

Computed properties:
LUMO level: 1.4 eV
Highest occupied orbital energy: -0.3143 hartree
SMILES: [H]/N=C/C=N/[H]
Energy above the lowest of the compared OMol25 structures with the same formula, charge and spin: 73.5 kcal/mol
Orbital gap: 9.91 eV
Strongest force on any atom: 5.97 eV/A
DFT total energy: -5115.772 eV

```
! RIJCOSX wB97M-V def2-TZVPD def2/J DEFGRID3
* xyz 0 1
C 0.849 -0.565 -0.059
C -0.789 0.244 -0.580
N 1.571 0.394 0.273
N -1.626 -0.156 0.236
H 0.899 -1.616 -0.034
H -0.729 0.884 -1.553
H 2.557 0.228 0.604
H -2.684 0.187 0.078
*
```

Record 2
A single C2H4N2O molecule in a non-equilibrium geometry. Source: OMol25; level of theory: ωB97M-V/def2-TZVPD.

Computed properties:
LUMO level (alpha / beta): -0.6 / -0.5 eV
Highest occupied orbital energy (alpha / beta): -0.2958 / -0.2960 hartree
Energy above the lowest of the compared OMol25 structures with the same formula, charge and spin: 125.9 kcal/mol
Orbital gap (alpha / beta): 7.50 / 7.52 eV
Strongest force on any atom: 3.40 eV/A
DFT total energy: -7161.021 eV

```
! RIJCOSX wB97M-V def2-TZVPD def2/J DEFGRID3
* xyz 0 1
C -0.292 0.101 0.016
C -1.436 -0.717 -0.049
N 1.057 -0.111 0.030
N 1.854 -1.135 -0.005
O -2.488 -0.008 -0.195
H -0.615 1.142 0.075
H 1.527 0.763 0.241
H 2.833 -0.978 0.158
H -2.441 0.943 -0.270
*
```

Record 3
A single C2H4N2O molecule in a non-equilibrium geometry. Source: OMol25; level of theory: ωB97M-V/def2-TZVPD.

Computed properties:
LUMO level: 0.9 eV
Highest occupied orbital energy: -0.3750 hartree
SMILES: [H]/N=C/NC=O
Energy above the lowest of the compared OMol25 structures with the same formula, charge and spin: 8.3 kcal/mol
Orbital gap: 11.13 eV
Strongest force on any atom: 1.48 eV/A
DFT total energy: -7166.118 eV

```
! RIJCOSX wB97M-V def2-TZVPD def2/J DEFGRID3
* xyz 0 1
N -0.857 1.052 1.608
C -0.752 0.313 0.564
N 0.302 -0.565 0.348
C 0.994 -0.585 -0.867
O 2.122 -1.011 -0.985
H -1.673 1.679 1.671
H -1.430 0.207 -0.294
H 0.876 -0.927 1.093
H 0.431 -0.171 -1.732
*
```

Record 4
A molecular structure, C2H4N2O in a non-equilibrium geometry. Source: OMol25; level of theory: ωB97M-V/def2-TZVPD.

Computed properties:
LUMO level: 1.1 eV
Highest occupied orbital energy: -0.3590 hartree
Energy above the lowest of the compared OMol25 structures with the same formula, charge and spin: 100.8 kcal/mol
Orbital gap: 10.83 eV
Strongest force on any atom: 5.15 eV/A
DFT total energy: -7162.110 eV

```
! RIJCOSX wB97M-V def2-TZVPD def2/J DEFGRID3
* xyz 0 1
C -2.306 -0.478 -0.059
C 3.228 1.192 -0.364
N -1.210 -0.225 -0.586
N 2.392 0.483 0.084
O -0.166 -0.482 0.132
H -2.253 -1.033 0.966
H -3.204 -0.325 -0.681
H 4.054 1.777 -0.712
H -0.536 -0.909 1.219
*
```

Record 5
A single C2H4N2O2 molecule in a non-equilibrium geometry. Source: OMol25; level of theory: ωB97M-V/def2-TZVPD.

Computed properties:
LUMO level: 0.6 eV
Highest occupied orbital energy: -0.3612 hartree
SMILES: N[C@]12ON1[C@H]2O
Energy above the lowest of the compared OMol25 structures with the same formula, charge and spin: 157.4 kcal/mol
Orbital gap: 10.47 eV
Strongest force on any atom: 6.04 eV/A
DFT total energy: -9208.396 eV

```
! RIJCOSX wB97M-V def2-TZVPD def2/J DEFGRID3
* xyz 0 1
C 0.002 0.461 -0.361
N -0.316 1.593 0.500
C 0.350 -0.873 0.227
O 1.151 -1.757 -0.572
N -0.989 -0.576 -0.326
O -0.856 0.311 -1.483
H 1.985 -1.970 -0.121
H -1.220 1.389 0.926
H -0.490 2.400 -0.096
H 0.383 -0.977 1.305
*
```

Record 6
A single C2H4N2O2 molecule in a non-equilibrium geometry. Source: OMol25; level of theory: ωB97M-V/def2-TZVPD.

Computed properties:
LUMO level: 0.4 eV
Highest occupied orbital energy: -0.3766 hartree
SMILES: [H]/N=C(\N)OC=O
Energy above the lowest of the compared OMol25 structures with the same formula, charge and spin: 64.9 kcal/mol
Orbital gap: 10.65 eV
Strongest force on any atom: 4.16 eV/A
DFT total energy: -9212.407 eV

```
! RIJCOSX wB97M-V def2-TZVPD def2/J DEFGRID3
* xyz 0 1
C 0.180 -0.758 0.383
N 0.758 0.520 0.042
C -1.289 0.640 -0.698
O -1.043 -0.759 -0.168
N 0.768 -1.836 0.656
O -1.600 1.593 -0.048
H 0.486 1.369 0.525
H 1.769 0.554 0.038
H 1.737 -1.735 0.934
H -1.765 0.413 -1.664
*
```

Record 7
2 unconnected molecules or ions with the total composition C2H4N2O2 in a non-equilibrium geometry. Source: OMol25; level of theory: ωB97M-V/def2-TZVPD.

Computed properties:
LUMO level: 0.9 eV
Highest occupied orbital energy: -0.3473 hartree
SMILES: [H]/N=N\O.C=C=O
Energy above the lowest of the compared OMol25 structures with the same formula, charge and spin: 105.8 kcal/mol
Orbital gap: 10.33 eV
Strongest force on any atom: 2.13 eV/A
DFT total energy: -9210.636 eV

```
! RIJCOSX wB97M-V def2-TZVPD def2/J DEFGRID3
* xyz 0 1
C 1.734 0.719 0.061
C 2.115 -0.505 -0.051
N -2.419 -0.545 0.045
N -1.591 0.312 -0.025
O 1.355 1.820 0.122
O -2.003 1.642 0.045
H 1.397 -1.269 -0.282
H -1.200 2.173 -0.031
H 3.125 -0.800 0.150
H -3.410 -0.269 0.149
*
```

Record 8
A single C2H4N2O2 molecule in a non-equilibrium geometry. Source: OMol25; level of theory: ωB97M-V/def2-TZVPD.

Computed properties:
LUMO level: -0.4 eV
Highest occupied orbital energy: -0.3576 hartree
SMILES: O/N=C\C=N\O
Energy above the lowest of the compared OMol25 structures with the same formula, charge and spin: 151.6 kcal/mol
Orbital gap: 9.37 eV
Strongest force on any atom: 6.12 eV/A
DFT total energy: -9208.647 eV

```
! RIJCOSX wB97M-V def2-TZVPD def2/J DEFGRID3
* xyz 0 1
C -0.420 -0.601 0.047
C -0.401 0.036 1.456
H 0.157 -0.419 -3.093
H -0.641 -1.615 -0.059
H -0.879 -0.555 2.310
H 0.794 1.311 -0.107
N 0.003 0.031 -1.098
N 0.306 1.069 1.817
O 0.262 -1.047 -2.071
O 0.819 1.789 0.799
*
```

Record 9
A molecular structure, C2H4N2O2 in a non-equilibrium geometry. Source: OMol25; level of theory: ωB97M-V/def2-TZVPD.

Computed properties:
LUMO level: 0.2 eV
Highest occupied orbital energy: -0.3599 hartree
Energy above the lowest of the compared OMol25 structures with the same formula, charge and spin: 148.4 kcal/mol
Orbital gap: 10.02 eV
Strongest force on any atom: 5.95 eV/A
DFT total energy: -9208.787 eV

```
! RIJCOSX wB97M-V def2-TZVPD def2/J DEFGRID3
* xyz 0 1
C 0.237 0.059 0.008
C 1.668 -0.223 0.058
N -0.644 -0.817 0.045
N -2.277 0.123 0.023
O -3.095 -0.673 -0.011
O -2.228 1.272 0.048
H 0.190 1.188 -0.175
H 2.072 0.243 -0.854
H 1.764 -1.349 -0.059
H 2.314 0.176 0.917
*
```

Record 10
A single C2H4N2O2 molecule. Source: OMol25; level of theory: ωB97M-V/def2-TZVPD.

Computed properties:
LUMO level: 0.6 eV
Highest occupied orbital energy: -0.3807 hartree
SMILES: NC(=O)NC=O
Energy above the lowest of the compared OMol25 structures with the same formula, charge and spin: 13.0 kcal/mol
Orbital gap: 10.96 eV
Strongest force on any atom: 0.44 eV/A
DFT total energy: -9214.661 eV

```
! RIJCOSX wB97M-V def2-TZVPD def2/J DEFGRID3
* xyz 0 1
N -0.164 -1.541 0.544
C -0.725 -0.298 0.518
O -1.483 0.141 1.347
N -0.308 0.447 -0.632
C 0.660 1.416 -0.553
O 1.255 1.834 -1.516
H -0.307 -2.105 1.368
H 0.667 -1.713 0.001
H -0.445 0.051 -1.550
H 0.851 1.767 0.473
*
```

Record 11
2 unconnected molecules or ions with the total composition C2H4N2O2S in a non-equilibrium geometry. Source: OMol25; level of theory: ωB97M-V/def2-TZVPD.

Computed properties:
LUMO level: 0.0 eV
Highest occupied orbital energy: -0.3407 hartree
Energy above the lowest of the compared OMol25 structures with the same formula, charge and spin: 160.8 kcal/mol
Orbital gap: 9.30 eV
Strongest force on any atom: 7.24 eV/A
DFT total energy: -20042.512 eV

```
! RIJCOSX wB97M-V def2-TZVPD def2/J DEFGRID3
* xyz 0 1
C -0.422 -0.048 -0.113
C 1.936 -0.279 0.438
H -3.481 0.063 -0.769
H -1.619 1.234 1.035
H 2.882 -0.161 0.021
H 1.683 -0.359 1.527
N -1.620 0.697 0.112
N -0.054 -1.239 -0.035
O -2.626 -0.500 0.109
O 1.281 -1.368 -0.290
S 0.871 1.245 -0.179
*
```

Record 12
A single C2H4N2O2S molecule in a non-equilibrium geometry. Source: OMol25; level of theory: ωB97M-V/def2-TZVPD.

Computed properties:
LUMO level: -1.0 eV
Highest occupied orbital energy: -0.3318 hartree
Energy above the lowest of the compared OMol25 structures with the same formula, charge and spin: 98.0 kcal/mol
Orbital gap: 8.01 eV
Strongest force on any atom: 3.81 eV/A
DFT total energy: -20045.232 eV

```
! RIJCOSX wB97M-V def2-TZVPD def2/J DEFGRID3
* xyz 0 1
C 0.226 -0.893 -0.193
C 0.776 0.567 -0.224
N -0.335 1.469 -0.272
N -1.381 -0.609 -0.110
O 0.457 -1.836 -1.000
O 0.099 -1.131 1.217
S -1.840 0.770 -0.084
H 1.254 0.572 0.803
H 1.297 0.587 -1.109
H -0.159 2.393 -0.494
H -0.394 -1.890 1.466
*
```